67
Properties=species:S:1:pos:R:3:forces:R:3 method="wB97M-V/def2-TZVPD" largest_force_ev_per_a=1.56 homo_lumo_gap_ev=8.58 e_homo_ev=-8.96
C 2.243608 2.113758 1.487876 -0.1 -0.3 -0.2
C 2.229847 0.603493 1.244978 0.7 0.5 0.3
Cl 0.690662 -0.158891 1.733930 -0.2 0.2 -0.2
C 2.701580 0.163094 -0.140083 -0.4 -0.5 -0.1
Cl 4.480465 0.454975 -0.085295 0.1 0.1 -0.1
C 2.062123 0.841986 -1.361543 -0.4 0.4 0.8
O 2.091902 0.078641 -2.560141 0.4 0.1 0.1
C 3.275957 -0.180410 -3.228214 0.6 -0.1 0.1
S 4.079450 -1.741808 -2.700669 0.0 -0.2 0.0
N 4.223871 0.957969 -3.219791 -0.6 -0.9 0.3
C 4.169870 1.681400 -4.178686 0.2 0.5 -0.2
S 4.101559 2.617614 -5.411477 0.1 0.3 -0.3
C 0.558115 1.192321 -1.247300 0.1 0.0 -1.6
C -0.359742 -0.008391 -1.541800 -0.5 -0.5 1.1
C -1.621670 -0.079704 -0.642960 0.1 -0.1 -0.9
C -2.853498 -0.609680 -1.398876 0.0 0.1 0.6
C -4.155730 0.075418 -1.051099 -0.5 0.1 -0.5
C -4.375112 0.738474 0.157174 -0.1 -0.1 -0.3
C -5.586641 1.376236 0.426624 0.2 -0.3 -0.6
C -6.605798 1.358306 -0.526321 0.5 -0.1 0.4
C -6.410745 0.676607 -1.722552 0.2 0.0 0.0
C -5.202162 0.038966 -1.987112 0.0 0.3 0.7
N 0.366474 2.242426 -2.276617 0.0 0.2 0.6
C -0.711393 3.173184 -1.981736 0.1 0.3 -0.5
C -0.328959 4.214976 -0.934503 -0.3 -0.4 0.5
N -1.217179 5.377242 -0.905668 0.3 -0.2 -0.1
H 1.956458 2.669906 0.604214 -0.1 0.2 -0.1
H 1.576560 2.360147 2.304332 -0.1 0.1 0.1
H 3.249841 2.408360 1.763373 0.1 0.1 0.0
H 2.961527 0.198892 1.932241 -0.1 -0.3 0.1
H 2.588443 -0.913253 -0.232886 0.0 -0.1 0.0
H 2.549945 1.805209 -1.481896 0.3 0.0 -0.3
H 2.987899 -0.380504 -4.254017 -0.2 0.0 -0.1
H 5.205579 -1.239680 -2.186174 -0.1 0.2 0.0
H 0.309716 1.669525 -0.309479 0.1 -0.2 0.3
H 0.167241 -0.953923 -1.435812 0.2 -0.1 -0.1
H -0.713793 0.030073 -2.566558 0.3 0.1 -0.3
H -1.444846 -0.750233 0.186410 0.1 0.2 0.4
H -1.810523 0.922978 -0.276131 -0.2 0.1 0.3
H -2.682651 -0.560919 -2.471123 -0.1 0.1 -0.2
H -2.977277 -1.666496 -1.164049 0.0 -0.2 -0.1
H -3.583468 0.744178 0.889734 0.0 0.1 0.2
H -5.700332 1.893468 1.365574 -0.2 0.1 0.1
H -7.525338 1.876193 -0.306272 -0.2 0.0 -0.1
H -7.193004 0.648186 -2.466649 -0.1 0.0 0.0
H -5.064648 -0.488016 -2.919551 0.0 0.0 -0.1
H 0.239710 1.814990 -3.180819 0.0 -0.1 -0.1
H -0.927222 3.726003 -2.896480 0.0 0.0 -0.2
H -1.654090 2.689714 -1.695419 -0.1 -0.1 0.1
H 0.703546 4.520418 -1.074637 0.1 0.2 -0.2
H -0.375651 3.745047 0.049762 0.1 0.0 0.2
H -2.172731 5.040344 -0.917464 -0.1 0.2 0.0
H -1.076572 5.899456 -1.761495 -0.1 0.1 0.0
C 2.410340 -2.919329 4.152902 0.0 0.0 0.0
C 2.918098 -3.904257 4.990183 0.0 0.1 -0.1
C 2.334309 -5.160256 5.017914 0.1 0.0 0.1
C 1.248572 -5.407338 4.198780 0.1 0.1 0.0
C 0.725930 -4.438672 3.362732 -0.1 0.1 -0.1
C 1.314294 -3.183617 3.342705 0.0 0.0 0.0
N 0.636757 -6.746912 4.210677 0.0 0.0 0.0
O 1.103127 -7.571897 4.969087 0.0 0.0 0.0
O -0.296417 -6.945721 3.460434 0.0 0.0 0.0
H 2.871364 -1.939833 4.131324 0.0 0.0 0.0
H 3.770875 -3.695193 5.621141 0.0 0.0 0.0
H 2.721489 -5.932032 5.665786 -0.1 -0.1 0.0
H -0.125172 -4.655719 2.734874 0.0 -0.1 0.0
H 0.925272 -2.407520 2.694606 0.0 -0.2 0.1